The following is a DFT calculation (the ωB97M-V functional and the def2-TZVPD basis) of a cluster of 2 separate species, C7H14N2 in total in a non-equilibrium geometry.

Positions of all 23 atoms, in Å:
C (-0.5504, 1.3348, -0.5129)
C (-1.7560, -0.7076, 0.5374)
C (-0.6891, 2.1215, 0.7858)
C (-0.7408, -0.1776, -0.4407)
N (-0.7057, -0.7480, -1.6656)
H (-0.9466, -1.7347, -1.6433)
H (0.4213, 1.5265, -0.9709)
H (-1.2997, 1.6928, -1.2279)
H (-1.5478, -0.3772, 1.5521)
H (-2.7482, -0.3354, 0.2645)
H (-1.7748, -1.7964, 0.5262)
H (-0.5444, 3.1841, 0.5851)
H (0.0577, 1.8198, 1.5183)
H (-1.6798, 2.0030, 1.2268)
N (1.8268, -0.7936, -1.8491)
C (1.9831, -1.1513, -0.5865)
C (1.3242, -0.4738, 1.7400)
C (1.1652, -0.7349, 0.4553)
H (0.3503, -0.6660, -2.0891)
H (2.4095, -1.3392, -2.4768)
H (2.6538, -1.9819, -0.3313)
H (2.3016, -0.2766, 2.1747)
H (0.4897, -0.3886, 2.4281)

## Properties
LUMO	0.464	eV
energy relative to the best compared isomer or geometry (same formula, charge and spin)	300.8	kJ/mol
energy	-10463.24911	eV
total charge	0

Results of the Löwdin charge analysis, in e, for atoms 1 through 8:
1 C -0.21
2 C -0.05
3 C -0.10
4 C -0.43
5 N 0.05
6 H 0.09
7 H 0.11
8 H 0.12

***

The following is a DFT calculation (the ωB97M-V functional and the def2-TZVPD basis) of an isolated molecule of C12H14NP in a non-equilibrium geometry.

Positions of all 28 atoms, in Å:
C (3.5184, -2.6524, 0.3989)
C (2.9956, -2.9192, -0.8250)
C (3.2042, -1.5033, 1.1384)
C (2.1316, -1.9453, -1.3890)
C (2.3355, -0.5328, 0.6174)
C (1.6768, -0.7297, -0.6306)
C (-2.8510, 2.3557, 0.0344)
C (-2.5868, 1.7716, -1.2964)
C (-2.8592, 1.5779, 1.1279)
C (-1.5234, 1.0325, -1.5912)
C (-2.7364, 0.1382, 1.0699)
C (-0.3445, 0.7095, -0.5021)
N (0.7931, 0.1526, -1.2520)
P (-1.0803, -0.6141, 0.6893)
H (4.2406, -3.3541, 0.7273)
H (3.3174, -3.6522, -1.5506)
H (3.3929, -1.3303, 2.2207)
H (1.5576, -2.1585, -2.4308)
H (2.2695, 0.2571, 1.2601)
H (-3.1779, 3.3965, 0.1020)
H (-3.1547, 2.0937, -2.1407)
H (-3.0716, 2.0934, 2.1271)
H (-1.3901, 0.5203, -2.5023)
H (-3.0882, -0.3040, 1.9446)
H (-3.5947, -0.2122, 0.2635)
H (0.0510, 1.6400, -0.0350)
H (0.5535, -0.1458, -2.2178)
H (-0.3636, -0.0284, 1.7128)

## Properties
LUMO (spin up / spin down)	1.014 / -2.443	eV
energy relative to the best compared isomer or geometry (same formula, charge and spin)	0.0	kJ/mol
energy	-23442.92757	eV
total charge	0
multiplicity	3
⟨S²⟩	2.014

Results of the Löwdin charge analysis, in e, for atoms 1 through 8:
1 C -0.13
2 C -0.12
3 C -0.08
4 C -0.02
5 C -0.07
6 C -0.29
7 C -0.10
8 C -0.14